1.
Molecular formula: C3H4N2
Method: DFT, ωB97M-V/def2-TZVPD

Values from the calculation:
Highest occupied orbital energy, eV: -9.11
Energy above the lowest of the compared OMol25 structures with the same formula, charge and spin, eV: 4.8449
Frontier orbital gap, eV: 8.896

Geometry as XYZ:
```
9
Properties=species:S:1:pos:R:3:forces:R:3:lowdin_charge:R:1
C -0.588 -0.265 1.093 -0.5 -4.9 -1.2 -0.060
C 0.166 0.052 -0.084 0.7 0.9 -2.5 -0.243
C 0.343 0.917 -1.108 0.9 -2.3 1.8 -0.033
N 1.335 -0.029 -1.748 -0.3 0.9 -1.0 -0.006
N 1.152 -0.905 -0.916 -0.2 -0.7 1.6 0.042
H -1.473 -0.902 0.778 0.4 1.0 0.0 0.116
H -0.900 0.383 1.803 -0.8 2.7 1.8 0.039
H -0.087 -1.104 1.607 0.5 0.6 0.1 0.092
H 0.051 1.853 -1.424 -0.7 1.9 -0.5 0.052
```
Positions in Å, forces in eV/Å.

---

2.
Molecular formula: C13H48N12O11
Method: DFT, ωB97M-V/def2-TZVPD

Values from the calculation:
Highest occupied orbital energy, eV: -8.31
Energy above the lowest of the compared OMol25 structures with the same formula, charge and spin, eV: 8.4632
Frontier orbital gap, eV: 7.959

Geometry as XYZ:
```
84
Properties=species:S:1:pos:R:3:forces:R:3:lowdin_charge:R:1
N 6.082 6.523 10.181 -3.1 1.3 -1.5 0.178
C 7.244 6.251 10.734 1.1 4.6 5.5 -0.670
N 7.837 5.201 10.282 4.6 -3.0 1.0 0.156
O 7.727 6.938 11.789 -2.1 -2.7 -4.5 -0.092
H 5.600 7.301 10.630 0.2 -0.4 -0.4 0.123
H 5.541 6.033 9.405 1.3 0.7 1.6 0.112
H 8.731 4.968 10.795 -1.6 0.5 -1.0 0.166
H 7.593 4.648 9.492 -0.1 -0.2 -1.3 0.058
N 8.913 1.632 7.360 0.5 -4.7 -3.8 0.119
C 8.871 2.723 8.069 -5.1 5.0 -3.8 -0.672
N 9.615 2.690 9.072 3.8 0.5 4.6 0.203
O 8.028 3.732 7.708 3.1 -3.5 1.5 -0.111
H 8.263 1.562 6.510 1.5 0.2 1.9 0.078
H 9.644 0.855 7.514 -1.4 2.2 -0.5 0.166
H 9.659 3.484 9.673 0.1 0.2 0.2 0.110
H 10.222 1.869 9.330 -0.6 0.6 0.2 0.101
N 9.562 -1.745 10.500 4.6 -0.9 2.3 0.131
C 9.610 -0.471 10.138 4.1 4.8 -1.5 -0.563
N 8.510 -0.073 9.573 -2.3 2.1 -2.4 0.159
O 10.727 0.365 10.192 -4.7 -4.6 -0.3 -0.124
H 10.456 -2.110 10.843 -0.6 0.1 -0.2 0.152
H 8.897 -2.408 10.291 -1.7 -1.1 -1.1 0.094
H 8.630 0.706 8.875 -0.8 -1.2 1.8 0.059
H 7.483 -0.451 9.568 2.3 0.6 0.6 0.074
N 8.516 -1.535 13.000 1.4 -3.3 -3.7 0.133
C 8.183 -0.419 13.559 1.1 8.3 -2.4 -0.655
N 7.884 -0.436 14.826 -1.0 0.9 3.5 0.153
O 8.281 0.809 12.954 -0.7 -5.7 1.8 -0.106
H 8.888 -1.504 11.955 -1.0 -0.1 3.4 0.077
H 8.703 -2.382 13.554 -0.3 0.9 -0.5 0.118
H 7.737 0.480 15.301 0.1 -1.3 -0.8 0.149
H 7.912 -1.287 15.375 -0.1 0.4 -0.1 0.107
N 6.070 -1.146 9.569 4.1 -3.3 3.9 0.118
C 4.885 -0.625 9.662 -7.0 2.2 5.6 -0.661
N 4.360 -0.345 8.534 -3.1 1.1 -2.0 0.186
O 4.178 -0.394 10.819 4.2 -1.5 -4.9 -0.089
H 6.194 -1.566 10.546 0.5 0.4 -1.8 0.174
H 6.432 -1.697 8.787 -1.0 0.2 0.2 0.146
H 3.428 0.080 8.563 0.8 -0.3 -0.2 0.147
H 4.907 -0.314 7.696 0.1 0.3 -0.7 0.033
N 7.014 2.002 5.548 -0.3 3.1 0.9 0.139
C 6.466 0.838 5.333 -6.0 -1.8 5.9 -0.569
N 6.877 0.225 4.297 0.5 -5.5 -4.6 0.163
O 5.478 0.269 6.193 5.1 2.8 -4.6 -0.150
H 6.598 2.661 6.243 0.2 -0.7 -0.4 0.107
H 7.527 2.469 4.807 -0.2 -0.2 0.1 0.149
H 6.386 -0.691 4.090 0.9 1.7 0.6 0.161
H 7.743 0.327 3.740 -1.0 0.6 0.9 0.146
C 2.132 3.613 8.276 -1.0 0.0 1.3 -0.072
C 2.325 5.163 8.124 -1.3 -0.8 0.9 -0.286
O 3.423 5.566 8.904 0.2 0.4 0.0 -0.117
H 1.871 3.437 9.364 0.4 0.3 -1.0 0.094
H 3.029 3.052 8.112 0.8 0.0 -0.2 0.021
H 1.340 3.040 7.748 0.2 1.0 -0.2 0.074
H 1.387 5.664 8.508 0.8 -0.4 -0.6 0.124
H 2.544 5.567 7.150 -0.2 -0.3 -0.7 0.089
H 3.212 5.368 9.822 0.4 -0.4 0.6 0.049
C 5.688 2.484 9.341 -0.6 -1.1 1.2 -0.051
C 6.497 2.315 10.635 -0.1 -1.6 -1.3 -0.299
O 6.213 3.339 11.487 -0.8 1.7 1.8 -0.117
H 4.642 2.085 9.425 0.9 0.6 0.3 0.086
H 6.193 1.845 8.662 0.3 -0.4 -1.4 0.041
H 5.657 3.504 9.012 0.1 0.4 -0.4 0.049
H 7.586 2.333 10.487 -0.3 -0.5 -0.3 0.096
H 6.219 1.324 11.085 0.4 1.0 0.0 0.110
H 6.654 4.158 11.185 0.0 -0.6 0.2 0.064
C 5.419 5.096 6.458 -0.4 1.9 0.8 -0.172
O 4.906 3.826 6.649 -1.5 -1.4 -1.7 -0.139
H 4.773 5.744 5.857 -0.2 -0.1 0.0 0.092
H 6.379 5.157 5.991 0.9 -0.4 -0.1 0.068
H 5.416 5.496 7.464 0.6 0.8 0.0 0.052
H 4.082 3.828 6.114 0.8 -0.7 0.7 0.109
C 4.218 5.491 12.415 -0.9 1.1 0.3 -0.159
O 3.789 4.542 11.508 -1.5 -0.3 -0.8 -0.122
H 3.856 5.345 13.416 -0.2 -0.4 0.6 0.084
H 3.880 6.484 12.121 -0.1 0.2 -0.2 0.083
H 5.259 5.499 12.406 1.9 0.3 0.5 0.046
H 4.511 3.919 11.422 0.4 -0.6 -0.1 0.033
C 4.613 1.489 13.539 -0.3 1.2 -1.0 -0.177
O 5.517 2.494 13.870 0.0 0.1 1.6 -0.115
H 5.075 0.671 13.091 1.1 -1.7 -0.8 0.030
H 3.924 1.847 12.783 -0.6 0.1 -0.1 0.076
H 4.076 1.122 14.367 -0.7 -0.1 1.3 0.066
H 5.987 2.733 13.073 0.3 0.2 -0.3 0.013
```
Positions in Å, forces in eV/Å.

---

3.
Molecular formula: CO4S3
Method: DFT, ωB97M-V/def2-TZVPD

Values from the calculation:
Highest occupied orbital energy, eV: -0.19
Energy above the lowest of the compared OMol25 structures with the same formula, charge and spin, eV: 0.6865
Net charge: -2
Frontier orbital gap, eV: 5.995

Geometry as XYZ:
```
8
Properties=species:S:1:pos:R:3:forces:R:3:lowdin_charge:R:1
O -1.634 1.039 -0.325 0.4 -0.9 0.2 -0.120
C -1.385 -0.098 0.102 -1.1 4.0 0.1 -1.263
S -2.428 -1.317 0.286 -2.5 -3.1 0.0 0.443
O -0.211 -0.322 0.763 1.6 0.6 -0.3 -0.371
S 1.093 0.217 -0.076 -0.4 0.2 -2.3 0.063
O 1.680 1.324 0.621 -0.3 1.2 0.5 -0.438
O 0.655 0.457 -1.470 0.8 -0.3 1.8 -0.429
S 2.229 -1.300 0.100 1.5 -1.8 0.0 0.115
```
Positions in Å, forces in eV/Å.

---

4.
Molecular formula: C46H47N7O3PSeTl
Method: DFT, ωB97M-V/def2-TZVPD

Values from the calculation:
Highest occupied orbital energy, eV: -6.90
Energy above the lowest of the compared OMol25 structures with the same formula, charge and spin, eV: 0.3684
Frontier orbital gap, eV: 7.265

Geometry as XYZ:
```
106
Properties=species:S:1:pos:R:3:forces:R:3:lowdin_charge:R:1
Tl 0.168 0.087 0.939 0.2 -0.3 0.2 1.027
O -0.909 4.128 -1.499 0.0 0.1 -0.1 0.017
C -2.129 3.732 -1.941 0.0 -0.1 0.0 -0.296
C -2.772 4.534 -2.878 0.0 0.1 0.0 -0.025
C -3.994 4.150 -3.398 0.0 0.0 0.0 -0.088
C -4.597 2.965 -2.985 0.0 0.0 0.0 -0.094
C -3.973 2.182 -2.032 0.0 0.1 0.0 -0.032
C -2.743 2.551 -1.492 0.2 0.0 0.0 -0.116
C -2.076 1.696 -0.470 -0.1 0.1 0.0 -0.435
O -0.813 1.897 -0.242 0.2 -0.3 0.0 -0.192
N -2.820 0.826 0.160 0.0 0.0 -0.1 0.076
N -2.107 0.138 1.116 0.2 0.0 0.0 -0.075
C -2.787 -0.497 1.994 -0.1 0.0 0.1 -0.060
C -2.271 -1.192 3.157 0.0 -0.1 0.0 -0.162
C -3.120 -2.135 3.762 0.0 0.0 -0.1 -0.059
C -2.756 -2.833 4.890 0.0 0.0 0.0 -0.111
C -1.519 -2.544 5.481 -0.1 0.0 -0.1 -0.092
C -0.682 -1.598 4.936 0.0 -0.1 0.0 -0.025
C -0.998 -0.912 3.736 0.0 0.1 0.1 -0.396
O -0.144 -0.071 3.234 -0.2 0.0 0.0 -0.180
H -0.561 3.366 -0.984 0.0 -0.1 0.0 0.043
H -2.286 5.449 -3.196 0.0 -0.1 0.0 0.114
H -4.476 4.775 -4.141 0.0 0.0 0.0 0.100
H -5.544 2.659 -3.413 0.0 0.0 0.0 0.096
H -4.418 1.258 -1.689 0.0 0.0 0.0 0.109
H -3.870 -0.477 1.864 0.0 0.0 0.0 0.133
H -4.085 -2.323 3.300 0.0 0.0 0.0 0.110
H -3.411 -3.584 5.311 0.0 0.1 0.0 0.093
H -1.218 -3.072 6.379 0.0 0.0 0.0 0.100
H 0.273 -1.371 5.398 0.0 0.0 0.0 0.106
C 3.547 -0.414 -5.786 0.0 0.0 0.0 -0.096
C 2.841 -1.390 -5.090 0.0 0.0 0.0 -0.094
C 2.498 -1.186 -3.764 0.0 0.0 0.0 -0.120
C 2.869 -0.014 -3.102 0.0 -0.1 0.0 -0.407
C 3.577 0.957 -3.803 0.0 -0.1 0.0 -0.090
C 3.910 0.758 -5.140 0.0 0.0 0.0 -0.086
P 2.285 0.186 -1.369 0.2 0.2 -0.1 1.062
C 3.141 1.746 -0.905 -0.1 0.0 0.0 -0.380
C 2.452 2.908 -1.271 -0.1 0.0 -0.1 -0.138
C 2.951 4.162 -0.953 0.0 0.0 0.0 -0.081
C 4.148 4.272 -0.252 0.0 0.0 0.0 -0.090
C 4.840 3.125 0.111 0.0 0.0 0.0 -0.077
C 4.341 1.866 -0.215 0.0 0.1 0.0 -0.085
C 3.239 -1.139 -0.528 0.1 0.1 0.0 -0.314
C 4.531 -1.392 -0.926 0.0 0.0 0.0 -0.097
C 5.298 -2.422 -0.354 0.0 0.0 0.0 -0.067
C 4.738 -3.231 0.589 0.0 0.0 0.0 -0.032
C 3.396 -3.050 0.998 -0.1 0.1 -0.1 -0.163
C 2.812 -3.957 1.917 0.0 -0.1 0.0 -0.036
C 1.504 -3.842 2.271 0.0 0.0 0.0 -0.059
C 0.740 -2.760 1.780 0.0 0.0 0.0 -0.114
C 1.283 -1.821 0.946 0.0 0.5 -0.1 -0.195
C 2.625 -1.968 0.472 0.0 -0.1 0.0 -0.198
H 3.818 -0.570 -6.824 0.0 0.0 0.0 0.101
H 2.552 -2.307 -5.590 0.0 0.0 0.0 0.105
H 1.927 -1.940 -3.231 0.0 0.0 0.0 0.114
H 3.873 1.875 -3.312 0.0 0.0 0.0 0.097
H 4.461 1.524 -5.675 0.0 0.0 0.0 0.103
H 1.511 2.808 -1.813 0.1 0.0 0.1 0.068
H 2.402 5.053 -1.240 0.0 -0.1 0.0 0.109
H 4.547 5.249 -0.002 0.0 0.0 0.0 0.101
H 5.779 3.208 0.646 0.0 0.0 0.0 0.103
H 4.893 0.984 0.080 0.0 0.0 0.0 0.095
H 4.968 -0.798 -1.720 0.0 0.0 0.0 0.109
H 6.317 -2.584 -0.685 0.0 0.0 0.0 0.105
H 5.306 -4.044 1.029 0.0 0.0 0.0 0.113
H 3.426 -4.757 2.317 0.0 0.0 0.0 0.112
H 1.049 -4.543 2.959 0.0 0.0 0.0 0.109
H -0.291 -2.679 2.103 0.1 0.0 0.1 0.091
C -0.452 -0.420 -6.542 0.0 0.0 0.0 -0.050
N 0.207 0.869 -6.452 -0.1 0.1 0.0 -0.128
C 0.766 1.580 -7.501 -0.1 -0.2 0.1 -0.057
C 1.188 2.754 -6.999 0.0 0.1 0.2 -0.057
N 0.876 2.758 -5.648 0.0 0.1 -0.1 -0.121
C 1.123 3.859 -4.734 0.0 0.0 0.0 -0.026
C 0.266 1.594 -5.303 0.2 -0.1 -0.2 -0.705
Se -0.324 1.079 -3.653 -0.2 0.1 0.0 0.755
H -0.333 -0.803 -7.553 0.0 0.0 0.0 0.090
H -1.509 -0.315 -6.301 0.0 0.0 0.0 0.087
H -0.012 -1.109 -5.825 0.0 0.0 0.0 0.065
H 0.812 1.187 -8.502 0.0 0.0 0.1 0.118
H 1.675 3.587 -7.477 0.0 0.0 0.0 0.119
H 1.054 4.797 -5.282 0.0 0.0 0.0 0.093
H 2.112 3.772 -4.280 0.0 0.0 0.0 0.084
H 0.372 3.841 -3.946 0.0 0.0 0.0 0.053
C 2.062 1.651 4.938 0.1 0.0 0.0 -0.034
N 2.489 1.687 3.536 -0.2 -0.2 -0.1 -0.135
C 2.986 0.393 3.073 0.0 0.1 0.0 -0.045
C 1.739 2.440 2.669 0.2 0.0 0.0 -0.409
N 1.289 1.968 1.545 0.0 -0.2 0.0 0.103
N 1.533 3.739 3.031 -0.1 0.1 0.1 -0.142
C 0.526 4.529 2.347 0.0 0.0 0.0 -0.033
C 2.539 4.501 3.751 -0.1 0.0 0.0 -0.053
H 1.244 0.934 5.056 0.0 0.0 0.0 0.078
H 1.723 2.628 5.270 0.0 0.0 0.0 0.078
H 2.906 1.339 5.555 0.0 0.0 0.0 0.092
H 3.868 0.134 3.663 0.0 0.0 0.0 0.096
H 3.275 0.461 2.027 0.0 0.0 0.0 0.068
H 2.234 -0.393 3.194 0.0 0.0 0.0 0.074
H 0.924 2.677 0.926 0.1 0.1 0.0 0.032
H -0.308 3.899 2.041 0.0 0.0 0.0 0.096
H 0.930 5.040 1.466 0.0 0.0 0.0 0.092
H 0.145 5.281 3.037 0.0 0.0 0.0 0.094
H 3.382 3.864 3.998 0.0 0.0 0.0 0.088
H 2.129 4.927 4.670 0.0 0.0 0.0 0.088
H 2.895 5.323 3.123 0.0 0.0 0.0 0.088
```
Positions in Å, forces in eV/Å.

---

| no. | energy (eV) |
| --- | --- |
| 1 | -6151.056 |
| 2 | -54660.356 |
| 3 | -41732.789 |
| 4 | -144366.704 |